(1)
18
Properties=species:S:1:pos:R:3:forces:R:3:mulliken_charge:R:1 method="wB97M-V/def2-TZVPD" total_energy_ha=-1533.4866 homo_energy_ev=-9.06 homo_lumo_gap_ha=0.34081 lumo_energy_ev=0.21
S 1.888 -1.792 0.367 0.101 0.263 0.138 -0.02
S 2.087 1.713 0.788 0.002 -0.461 -0.284 -0.06
P 1.515 0.083 -0.462 -0.984 0.458 1.169 0.70
O -0.193 0.308 -0.210 0.745 0.172 1.165 -0.41
O 2.276 0.219 -1.685 1.038 0.647 -0.975 -0.57
N -0.075 -0.736 -2.058 -1.553 -0.229 -0.477 -0.56
N 1.319 -1.616 1.940 -3.287 -1.447 -1.496 -0.52
N 0.784 2.271 1.658 -2.090 2.742 -2.576 -0.52
C -0.891 -0.274 -1.212 1.142 0.400 -0.290 0.83
C -2.389 -0.250 -1.076 1.130 -1.345 0.739 -1.12
H -2.763 -1.121 -1.583 -0.131 -0.750 0.111 0.38
H 0.349 -1.272 1.959 0.488 -0.603 -0.107 0.27
H -0.133 2.553 1.170 2.436 -0.289 0.088 0.29
H 0.425 1.739 2.355 -0.401 -2.341 2.852 0.27
H 1.793 -1.091 2.573 2.397 1.832 1.752 0.27
H -2.880 0.513 -1.605 -0.349 1.652 -0.186 0.32
H -2.601 -0.306 0.006 -0.311 0.269 -0.641 0.27
H -0.510 -0.939 -2.926 -0.374 -0.969 -0.981 0.18

=====

(2)
15
Properties=species:S:1:pos:R:3:forces:R:3:mulliken_charge:R:1 method="wB97M-V/def2-TZVPD" total_energy_ha=-927.5368 homo_energy_ev="-13.06 / -13.06" homo_lumo_gap_ha="0.26819 / 0.26846" charge=+1 lumo_energy_ev="-5.76 / -5.75"
P 2.063 1.211 -0.081 -0.780 -0.650 0.735 0.18
P 1.349 -0.949 -0.506 -0.495 0.062 1.230 0.18
N 1.628 -2.232 0.327 1.526 -2.334 -1.405 -0.52
N -1.323 -0.412 0.481 0.687 -0.658 0.958 -0.05
N 0.558 1.678 -0.120 0.722 1.018 -0.110 -0.55
C -2.517 -0.206 -0.331 0.077 -2.215 -0.150 -0.71
C -0.143 -0.403 0.057 0.824 1.012 -1.025 0.30
H -3.302 -0.925 -0.104 0.104 0.075 0.457 0.30
H 0.205 2.650 0.005 0.472 -1.145 -0.415 0.25
H 2.089 -3.106 -0.111 -0.875 2.112 0.798 0.27
H -2.310 -0.346 -1.377 0.500 0.209 -0.297 0.30
H 3.179 1.654 -0.853 -0.609 -0.021 0.017 0.18
H -1.320 -0.322 1.511 -0.879 -0.243 -0.479 0.32
H -2.783 0.752 -0.100 -1.312 2.605 0.160 0.37
H 2.626 0.957 1.203 0.036 0.175 -0.473 0.17

=====

(3)
15
Properties=species:S:1:pos:R:3:forces:R:3:mulliken_charge:R:1 method="wB97M-V/def2-TZVPD" total_energy_ha=-927.5684 homo_energy_ev="-13.40 / -13.40" homo_lumo_gap_ha="0.27882 / 0.27885" charge=+1 lumo_energy_ev="-5.81 / -5.81"
P -0.498 1.308 -0.152 0.036 0.288 1.035 0.39
P -2.279 -0.138 0.034 -0.452 -0.140 -0.584 0.22
N -0.078 2.770 0.083 -0.038 -0.550 -0.440 -0.53
N -1.758 -1.514 -0.403 -0.001 -0.100 0.092 -0.58
N 1.327 -0.608 0.634 -0.158 -0.230 0.835 -0.04
C 2.202 -0.635 -0.511 0.730 0.041 -0.930 -0.70
C 0.304 0.108 0.837 0.422 0.310 -0.505 0.11
H 1.828 0.038 -1.284 -0.002 -0.087 0.169 0.29
H 2.261 -1.649 -0.906 -0.083 0.019 0.048 0.30
H -1.463 -2.196 0.277 0.117 -0.089 0.118 0.29
H -2.750 0.237 1.294 -0.050 0.009 0.209 0.18
H -0.696 3.526 -0.187 -0.101 0.111 0.068 0.29
H -3.205 0.343 -0.869 -0.196 0.319 -0.176 0.16
H 3.207 -0.324 -0.216 -0.101 -0.001 0.039 0.31
H 1.599 -1.265 1.369 -0.123 0.101 0.022 0.31

=====

(4)
15
Properties=species:S:1:pos:R:3:forces:R:3:mulliken_charge:R:1 method="wB97M-V/def2-TZVPD" total_energy_ha=-1041.3742 homo_energy_ev=-13.45 homo_lumo_gap_ha=0.35785 charge=+1 lumo_energy_ev=-3.71
S 2.091 -0.028 1.162 1.191 0.767 1.219 -0.18
S -2.475 -0.794 -0.227 0.811 -0.039 -0.083 -0.19
N -0.162 0.636 -0.103 -0.265 1.431 0.570 -0.33
N 0.972 2.316 1.036 -0.421 -0.239 -0.942 -0.45
N 0.181 -1.775 -0.216 -2.818 -2.779 -0.431 -0.62
C -0.614 -0.644 -0.635 -1.565 0.719 -1.965 -0.26
C 0.857 1.006 0.675 0.480 0.810 -0.369 0.63
H 0.056 -2.516 -1.028 0.548 1.719 2.308 0.34
H 1.540 -0.969 0.432 -0.093 -1.502 -0.697 0.32
H 1.879 2.829 0.970 -1.130 -0.909 0.306 0.28
H -0.649 -0.366 -1.762 0.518 -1.474 1.631 0.39
H 0.136 2.815 0.754 0.442 0.683 0.278 0.24
H -0.656 1.421 -0.550 0.195 -0.600 0.448 0.27
H -2.776 -1.726 -1.172 0.323 0.390 0.253 0.19
H -0.380 -2.206 0.663 1.782 1.023 -2.526 0.38

=====

(5)
15
Properties=species:S:1:pos:R:3:forces:R:3:mulliken_charge:R:1 method="wB97M-V/def2-TZVPD" total_energy_ha=-1041.3616 homo_energy_ev=-12.93 homo_lumo_gap_ha=0.34422 charge=+1 lumo_energy_ev=-3.57
S 0.298 1.685 1.414 -0.895 -0.386 -0.580 -0.21
S -2.693 -1.748 0.666 -0.214 0.946 1.113 -0.34
N 0.403 0.104 -0.754 -2.204 -0.450 -0.932 -0.30
N 2.916 -0.396 0.134 -1.738 1.025 -0.156 -0.33
N -1.602 1.372 -0.376 -1.666 0.697 -4.850 -0.35
C 3.888 -0.960 0.090 3.757 -2.125 1.024 -0.10
C -0.451 0.889 -0.086 5.158 -0.602 2.328 0.64
H 0.176 -0.594 -1.495 -0.560 1.290 0.686 0.26
H 1.327 -0.109 -0.376 0.100 0.574 0.403 0.39
H 4.844 -1.516 0.291 -1.422 0.864 -0.693 0.30
H -3.578 -0.765 0.340 0.299 -0.496 0.128 0.16
H -1.846 1.664 -1.374 0.577 -1.270 1.624 0.27
H -2.779 -2.297 -0.504 -0.143 -0.580 -1.213 0.17
H 1.343 0.895 1.795 -0.596 -0.156 -0.632 0.18
H -2.246 1.778 0.234 -0.453 0.672 1.749 0.26

=====

(6)
14
Properties=species:S:1:pos:R:3:forces:R:3:mulliken_charge:R:1 method="wB97M-V/def2-TZVPD" total_energy_ha=-299.9439 homo_energy_ev=-7.91 smiles="CN/N=C/NN" homo_lumo_gap_ha=0.33324 lumo_energy_ev=1.16
N 1.774 -0.737 -0.018 0.003 -0.820 0.421 -0.21
N 0.423 -1.091 0.026 0.064 0.519 0.001 -0.50
N -1.798 -0.559 -0.420 0.200 -0.415 0.280 -0.11
N -2.677 0.406 0.179 -0.043 -0.799 0.339 -0.56
C 2.172 0.656 -0.090 0.158 0.100 -0.133 -0.84
C -0.436 -0.207 -0.282 -0.470 -0.786 0.084 -0.11
H -0.202 0.819 -0.503 -0.145 0.386 -0.152 0.38
H -1.975 -1.544 -0.135 0.318 1.066 -0.210 0.30
H 3.260 0.660 0.140 -0.761 0.286 -0.051 0.31
H -2.811 0.156 1.176 -0.099 0.338 -0.810 0.22
H 2.213 -1.260 0.750 -0.161 0.546 -0.676 0.26
H -3.571 0.332 -0.314 0.400 0.093 0.383 0.24
H 1.589 1.296 0.609 0.499 -0.126 -0.164 0.31
H 2.040 1.070 -1.119 0.038 -0.387 0.690 0.29

=====

(7)
14
Properties=species:S:1:pos:R:3:forces:R:3:mulliken_charge:R:1 method="wB97M-V/def2-TZVPD" total_energy_ha=-299.9659 homo_energy_ev=-9.16 smiles="[H]/N=C/N.[H]/N=C/N" homo_lumo_gap_ha=0.36063 lumo_energy_ev=0.65
N -2.751 -1.449 2.341 -1.418 1.106 0.906 -0.67
N 3.157 1.649 -1.318 -4.836 1.646 -1.220 -0.68
N 0.807 2.205 -1.545 -2.679 -0.796 0.834 -0.42
N -1.536 -2.647 0.743 -6.687 1.674 1.664 -0.47
C -1.701 -1.987 1.938 3.491 -0.132 -0.522 0.03
C 2.074 2.147 -1.980 3.337 -1.208 1.191 0.07
H -2.496 -2.341 0.392 1.855 -1.505 -1.244 0.29
H 2.151 2.599 -2.942 0.441 0.373 -0.840 0.29
H -0.779 -1.841 2.430 1.258 -0.046 1.042 0.34
H -2.543 -0.881 3.195 -0.435 -0.969 -0.942 0.25
H 3.929 2.007 -1.835 0.940 -0.073 -0.587 0.23
H 0.659 1.791 -0.631 -0.012 0.076 -0.107 0.26
H -0.115 2.268 -2.096 2.796 -0.026 0.734 0.25
H -0.786 -2.867 0.186 1.950 -0.120 -0.910 0.23

=====

(8)
14
Properties=species:S:1:pos:R:3:forces:R:3:mulliken_charge:R:1 method="wB97M-V/def2-TZVPD" total_energy_ha=-299.8845 homo_energy_ev=-7.79 homo_lumo_gap_ha=0.30560 lumo_energy_ev=0.52
N 1.535 -0.914 0.526 0.870 -0.715 0.946 -0.81
N -1.856 0.291 -0.420 -1.427 0.362 -0.099 -0.84
N 0.407 0.658 -1.291 -1.327 -0.982 -1.579 -0.71
N 0.308 -0.283 0.663 -0.660 -0.198 2.610 0.22
C -0.742 -0.281 -0.679 2.061 1.867 -0.548 0.10
C -0.004 0.451 1.666 1.146 -0.404 -1.420 -0.35
H 2.081 -0.474 -0.207 -0.435 0.160 -0.152 0.35
H 0.413 1.590 -0.880 -0.588 -0.318 0.492 0.21
H -0.625 -1.324 -1.020 0.160 0.370 -0.136 0.42
H 0.748 0.810 2.355 0.058 -0.453 0.294 0.28
H -2.637 -0.355 -0.389 0.081 -0.055 0.022 0.18
H -1.005 0.857 1.659 -0.249 -0.047 -0.212 0.40
H 1.335 -1.878 0.238 0.100 0.515 -0.009 0.27
H 0.044 0.852 -2.222 0.209 -0.102 -0.210 0.28